(1)
ORCA calculation (wB97M-V/def2-TZVPD) on a cluster of 2 separate species, C6H15ClNS in total.

The total energy is -31301.4664 eV. The max |F| is 3.787 eV/A. The value obtained for the LUMO energy (alpha / beta) is -0.122 / -0.153 Eh. As for the multiplicity: 1. The calculation puts the HOMO energy (alpha / beta) at -12.8 / -10.8 eV. The net charge is +1. The HOMO-LUMO gap (alpha / beta) comes out at 9.48 / 6.65 eV.

Element x y z (Å)
C 0.1130 1.8542 -0.0597
C 0.7847 -0.3789 1.3581
C 0.7687 -1.8599 -0.5658
C 2.4867 0.0900 -0.5191
C 0.0833 0.4834 -0.6049
C -3.0669 -0.3453 0.2469
N 1.1180 -0.4154 -0.0591
S -3.5885 1.2565 0.3280
Cl -3.6586 -1.6364 -0.7339
H 1.1149 2.2070 0.3504
H -0.1395 2.5838 -0.8686
H -0.6020 2.1291 0.7625
H -0.2445 -0.6367 1.2894
H 1.3378 -1.0380 2.1343
H 0.8192 0.6435 1.8004
H 0.5236 -1.7336 -1.6505
H 1.4891 -2.6702 -0.2009
H -0.2621 -1.9649 -0.1668
H 3.0573 -0.7937 -0.3501
H 2.3345 0.5379 -1.5247
H 2.8003 0.9414 0.0514
H -0.4624 0.1028 -1.4590
H -2.8894 -0.6878 1.3583
H -3.9171 1.3312 -0.9167

(2)
ORCA calculation (wB97M-V/def2-TZVPD) on a cluster of 2 separate species, C6H11F3IN in total.

The total energy is -24138.3521 eV. The max |F| is 5.084 eV/A. The expectation value of S² is 2.009. The value obtained for the LUMO energy (alpha / beta) is 0.024 / -0.121 Eh. As for the multiplicity: 3. The calculation puts the HOMO energy (alpha / beta) at -5.2 / -9.8 eV. The HOMO-LUMO gap (alpha / beta) comes out at 5.84 / 6.50 eV.

Element x y z (Å)
C -2.2488 -0.2785 -0.4774
C -0.0248 -0.5446 -1.6351
C -0.0854 0.9107 1.7467
C -0.7713 -0.3365 -0.2712
C -0.3246 0.8930 0.4606
C -0.3391 -1.6745 0.4435
N 2.9445 1.6024 0.3986
F -0.5335 -2.7231 -0.3580
F -1.1174 -2.0061 1.5122
F 0.9494 -1.6583 0.8366
I -0.4378 2.7124 -0.6780
H -2.5420 0.2710 -1.3488
H -2.7257 -1.3771 -0.7355
H -2.8897 0.0701 0.2738
H -0.3473 -1.5112 -2.1465
H 1.0645 -0.5688 -1.4555
H -0.3776 0.3387 -2.2376
H 0.1819 1.9104 2.0471
H -0.2530 0.0041 2.3336
H 3.4766 1.3743 -0.5422
H 3.8100 1.8409 1.0880
H 2.5913 0.7508 0.7450

(3)
ORCA calculation (wB97M-V/def2-TZVPD) on the molecule C6H10.

The total energy is -6383.7917 eV. The max |F| is 0.225 eV/A. The value obtained for the LUMO energy is 0.042 Eh. As for the structure (SMILES): CC1=CCCC1. As for the multiplicity: 1. The calculation puts the HOMO energy at -8.7 eV. The HOMO-LUMO gap comes out at 9.85 eV.

Element x y z (Å)
C -1.5252 -1.0946 1.1920
C -0.6072 -0.2924 0.3199
C -0.6236 -0.2400 -1.0117
C 0.5871 0.4453 -1.5903
C 1.4238 0.8345 -0.3448
C 0.5546 0.4944 0.8876
H -1.7852 -0.5804 2.1229
H -2.4508 -1.3693 0.6768
H -1.0225 -2.0283 1.4757
H -1.3936 -0.6955 -1.6315
H 1.1402 -0.2521 -2.2319
H 0.3427 1.3099 -2.2195
H 2.3510 0.2549 -0.3170
H 1.7152 1.8880 -0.3659
H 0.1843 1.3983 1.3924
H 1.1092 -0.0731 1.6453

(4)
ORCA calculation (wB97M-V/def2-TZVPD) on the ion C5H13N2 with charge +1.

The total energy is -8369.1282 eV. The max |F| is 1.052 eV/A. The value obtained for the LUMO energy is -0.171 Eh. As for the structure (SMILES): CCCC/[NH+]=C\N. As for the multiplicity: 1. The calculation puts the HOMO energy at -14.8 eV. The net charge is +1. The HOMO-LUMO gap comes out at 10.10 eV.

Element x y z (Å)
C 2.4953 -0.7077 -0.1523
C 1.6709 -0.2634 1.0511
C 0.8145 0.9533 0.7240
C -0.2936 0.7552 -0.2890
N -3.0384 -0.0702 -1.2458
C -2.3369 -0.6978 -0.3470
N -1.3072 -0.1500 0.2959
H 1.8916 -0.9975 -1.0159
H 3.1376 -1.5650 0.0539
H 3.1875 0.0612 -0.5090
H 2.3475 0.0527 1.8453
H 1.0952 -1.1423 1.3500
H 1.4685 1.7669 0.4113
H 0.3831 1.4409 1.6101
H -0.7243 1.7114 -0.5984
H 0.0791 0.2669 -1.1924
H -3.1492 0.9361 -1.2160
H -3.6550 -0.5618 -1.8791
H -2.6289 -1.7382 -0.1951
H -1.4373 -0.0509 1.2983

(5)
ORCA calculation (wB97M-V/def2-TZVPD) on the molecule CHF2NO2.

The total energy is -12067.5688 eV. The max |F| is 5.208 eV/A. The value obtained for the LUMO energy is 0.036 Eh. As for the structure (SMILES): O=CON(F)F. As for the multiplicity: 1. The calculation puts the HOMO energy at -11.3 eV. The HOMO-LUMO gap comes out at 12.28 eV.

Element x y z (Å)
C -0.0688 -0.8860 -0.3612
N 1.9357 0.5216 -0.2569
O -0.7445 -1.8518 -0.2094
O 1.2190 -0.8114 -0.0021
F 2.4298 0.4032 -1.4338
F 2.9143 0.3934 0.6560
H -0.4816 0.2113 -0.5630

(6)
ORCA calculation (wB97M-V/def2-TZVPD) on a structure of composition C27H33Cl6N4O10PS2W.

The total energy is -162895.5324 eV. The max |F| is 0.996 eV/A. The expectation value of S² is 2.012. The value obtained for the LUMO energy (alpha / beta) is 0.150 / 0.150 Eh. As for the multiplicity: 3. The calculation puts the HOMO energy (alpha / beta) at -2.0 / -3.0 eV. The net charge is -2. The HOMO-LUMO gap (alpha / beta) comes out at 6.03 / 7.13 eV.

Element x y z (Å)
W -0.4587 -0.6995 0.6829
C -2.5567 -1.7585 -4.5142
C -3.1391 -0.4299 -4.2097
N -3.7953 0.3133 -5.0404
N -4.1280 1.4066 -4.2838
C -3.6971 1.3725 -3.0081
S -3.9486 2.5102 -1.8201
N -3.0527 0.1717 -2.9705
N -2.3636 -0.3743 -1.8735
H -2.6702 -1.9474 -5.5798
H -3.0566 -2.5445 -3.9433
H -1.4994 -1.8201 -4.2524
H -4.6815 2.1506 -4.6576
H -1.7995 -1.1429 -2.2366
H -3.0491 -0.7994 -1.2407
Cl -2.6519 1.2097 6.8982
C -2.3825 1.1571 5.1846
C -3.1706 1.9111 4.3287
Cl -4.4263 2.9272 4.9593
C -2.9568 1.8559 2.9434
Cl -3.8755 2.8102 1.8424
C -1.9853 1.0059 2.4306
O -1.6771 0.8925 1.1491
C -1.1627 0.2661 3.3068
O -0.1912 -0.4079 2.7255
C -1.3634 0.3440 4.6711
Cl -0.3306 -0.5805 5.7015
C 1.1595 -4.3154 2.3416
O 0.3234 -3.2375 1.9479
C 0.9690 -2.1425 1.5079
O 2.1700 -2.0397 1.6068
H 0.4872 -5.1016 2.6734
H 1.8247 -4.0155 3.1527
H 1.7465 -4.6545 1.4881
O 0.3564 -2.4252 -3.0181
S -0.1565 -3.1484 -1.8502
O 0.8259 -3.9926 -1.2020
O -0.4299 -1.9677 -0.8165
O -1.4667 -3.7335 -2.0705
Cl -3.7777 -2.1335 3.8207
C -4.2204 -2.6095 2.1739
Cl -4.0934 -4.3758 1.9663
C -3.3647 -1.9173 1.0847
O -3.9800 -1.5777 0.0792
O -2.1414 -1.7656 1.3670
H -5.2543 -2.3487 2.0218
C 2.7989 1.2221 2.3842
C 2.0029 2.0211 1.3369
C 0.7437 2.5571 2.0399
C 2.7910 3.2627 0.8797
P 1.5208 0.8163 -0.0256
C 3.0557 -0.0642 -0.5189
C 4.3655 0.3785 -0.3307
C 5.4416 -0.3705 -0.7893
C 5.2301 -1.5758 -1.4471
C 3.9353 -2.0308 -1.6328
C 2.8662 -1.2817 -1.1650
C 1.1066 1.7661 -1.5999
C 0.8055 0.7056 -2.6762
C 2.2423 2.6388 -2.1532
C -0.1353 2.6323 -1.3648
H 2.9095 1.8527 3.2750
H 3.7927 0.9344 2.0401
H 2.2681 0.3170 2.6717
H 1.0603 3.3572 2.7188
H 0.2707 1.7895 2.6435
H 0.0007 2.9645 1.3555
H 3.2803 3.6944 1.7598
H 2.1070 4.0187 0.4865
H 3.5494 3.0865 0.1233
H 4.5760 1.2941 0.1965
H 6.4508 -0.0083 -0.6216
H 6.0741 -2.1609 -1.7978
H 3.7263 -2.9762 -2.1213
H 1.8757 -1.6607 -1.3089
H 1.7199 0.2311 -3.0354
H 0.3225 1.2070 -3.5233
H 0.1499 -0.0909 -2.3277
H 3.1906 2.0942 -2.1988
H 2.3854 3.5583 -1.5867
H 1.9771 2.9241 -3.1772
H -0.9526 2.0995 -0.8821
H -0.5152 2.9846 -2.3302
H 0.1023 3.5141 -0.7654

(7)
ORCA calculation (wB97M-V/def2-TZVPD) on the ion C3H9N2 with charge +1.

The total energy is -6231.0484 eV. The max |F| is 0.950 eV/A. The value obtained for the LUMO energy is -0.133 Eh. As for the structure (SMILES): CCNC=[NH2+]. As for the multiplicity: 1. The calculation puts the HOMO energy at -15.4 eV. The net charge is +1. The HOMO-LUMO gap comes out at 11.82 eV.

Element x y z (Å)
C 0.5354 1.1427 -1.5165
C 0.6121 1.0908 0.0012
N -0.3912 0.1388 0.5490
C -0.0928 -1.0933 0.8388
N -0.9767 -2.0024 1.1908
H -0.3715 1.6465 -1.8144
H 1.3620 1.6957 -1.9556
H 0.4804 0.1504 -1.9512
H 1.6046 0.8432 0.3477
H 0.3280 2.0428 0.4301
H -1.3490 0.4281 0.3973
H 0.9535 -1.3582 0.8586
H -1.9571 -1.7588 1.2658
H -0.7377 -2.9662 1.3585

(8)
ORCA calculation (wB97M-V/def2-TZVPD) on the molecule C9H12N2O2.

The total energy is -16598.3305 eV. The max |F| is 4.269 eV/A. The value obtained for the LUMO energy (alpha / beta) is -0.014 / -0.014 Eh. As for the multiplicity: 1. The calculation puts the HOMO energy (alpha / beta) at -7.2 / -7.2 eV. The HOMO-LUMO gap (alpha / beta) comes out at 6.78 / 6.78 eV.

Element x y z (Å)
C -1.8017 0.8427 -0.5597
C 1.9309 -0.2378 1.4303
C 1.6588 -1.1902 0.5139
C -1.8565 -0.3793 0.0592
C -0.7031 1.5725 0.0402
C 0.9585 0.8815 1.7652
C 0.7413 -1.0698 -0.6149
C -2.7509 -1.5355 -0.1362
C 1.5829 0.8166 -1.8305
N -0.8608 -0.4927 0.9600
N -0.2528 0.7118 1.0278
O -0.1287 2.5657 -0.3326
O 0.6288 -0.1368 -1.4259
H -2.5225 1.3122 -1.2436
H 2.6897 -0.4597 2.1846
H 2.1302 -2.1319 0.6326
H 0.6729 0.9528 2.8408
H 1.4496 1.9623 1.6675
H 0.1404 -1.9507 -0.7849
H -2.6283 -2.2492 0.6420
H -2.7895 -1.9833 -1.0975
H -3.7783 -1.1618 0.0039
H 1.6744 0.8435 -2.8536
H 2.5268 0.6574 -1.3173
H 1.2880 1.8599 -1.5713